{
  "formula": "C29H38N4O2P2Pt",
  "method": "ωB97M-V/def2-TZVPD",
  "species": ["Pt", "C", "C", "C", "C", "C", "C", "C", "C", "C", "H", "H", "H", "H", "H", "H", "H", "H", "H", "H", "H", "H", "H", "H", "H", "P", "P", "N", "N", "N", "N", "C", "C", "C", "C", "C", "C", "C", "C", "C", "C", "C", "C", "C", "C", "C", "C", "C", "C", "H", "H", "H", "H", "H", "H", "H", "H", "H", "H", "H", "H", "H", "H", "H", "H", "H", "H", "H", "H", "C", "O", "C", "O", "H", "H", "H"],
  "positions_angstrom": [[0.243760, -0.099509, 3.041041], [-1.870756, 1.788114, -5.148485], [-1.948713, 0.569483, -4.602560], [-1.149964, -0.647573, -4.962648], [0.221459, -0.402027, -5.628137], [1.160320, 0.472299, -4.842964], [1.240741, 1.806056, -4.869676], [0.442691, 2.758116, -5.721389], [-0.928620, 2.255775, -6.223233], [1.621970, 0.468496, 4.507229], [-2.595962, 2.559017, -4.854638], [-2.732165, 0.369513, -3.862304], [-1.733729, -1.289703, -5.644821], [-1.002462, -1.235660, -4.042981], [0.707062, -1.386099, -5.731560], [0.072752, -0.019402, -6.642317], [1.880204, -0.100217, -4.244771], [2.019017, 2.309485, -4.284134], [1.029111, 3.050669, -6.609892], [0.296520, 3.681368, -5.138964], [-1.412994, 3.110556, -6.723134], [-0.780381, 1.490822, -6.991867], [1.140461, 1.237973, 5.123758], [2.566271, 0.844604, 4.103045], [1.800219, -0.437865, 5.099821], [1.802438, -0.577566, 1.518197], [-1.189764, -0.839175, 1.508552], [2.808578, 0.735848, 1.061724], [2.927503, -1.813645, 1.957145], [-1.914930, 0.436315, 0.594828], [-2.581452, -1.739846, 1.958468], [1.063547, -1.162421, -0.030471], [-0.309525, -1.806123, 0.250156], [2.646318, 2.073970, 1.449780], [3.560572, 2.846546, 0.746283], [4.305735, 1.961770, -0.104466], [3.827764, 0.679500, 0.106097], [3.793354, -1.745193, 3.062933], [4.510833, -2.927974, 3.130959], [4.065468, -3.770663, 2.060847], [3.083079, -3.074992, 1.368501], [-2.115775, 1.738738, 1.064852], [-2.568909, 2.523321, 0.015549], [-2.647260, 1.685252, -1.144610], [-2.259830, 0.413048, -0.754395], [-3.659901, -2.072406, 1.127547], [-4.449538, -3.009158, 1.773524], [-3.849902, -3.276656, 3.047157], [-2.707623, -2.495395, 3.133850], [1.739763, -1.847596, -0.558836], [0.951845, -0.264909, -0.659338], [-0.899775, -1.922104, -0.666417], [-0.197645, -2.813431, 0.681936], [1.900356, 2.340137, 2.184119], [3.669591, 3.915642, 0.815652], [5.083129, 2.240971, -0.797494], [4.108459, -0.269182, -0.329255], [3.783145, -0.883357, 3.712950], [5.250607, -3.177438, 3.879483], [4.396924, -4.773106, 1.845368], [2.460942, -3.367765, 0.539341], [-1.906373, 1.984756, 2.102050], [-2.819503, 3.571311, 0.059979], [-2.935358, 1.974627, -2.144414], [-2.183815, -0.503034, -1.331963], [-3.776127, -1.598328, 0.162012], [-5.349020, -3.462177, 1.381041], [-4.206368, -3.959117, 3.801727], [-2.005386, -2.369694, 3.939620], [-2.621269, 1.592232, 5.599022], [-1.693689, 1.338671, 4.520154], [-1.161133, 0.098554, 4.472534], [-1.480250, -0.805954, 5.236450], [-2.661902, 0.768379, 6.312323], [-3.601632, 1.751127, 5.150241], [-2.273121, 2.503425, 6.084318]],
  "atomic_forces_ev_per_a": [[0.2, -1.3, 0.1], [-0.3, -0.1, 0.2], [-0.3, 0.4, -0.2], [0.3, -0.1, -0.1], [0.0, -0.4, -0.1], [0.2, 0.2, 0.1], [0.3, -0.2, -0.2], [-0.3, 0.1, 0.1], [0.0, 0.4, -0.4], [-0.2, 0.2, 0.0], [0.2, -0.4, 0.2], [0.1, 0.2, -0.2], [0.0, 0.2, 0.3], [0.0, 0.0, -0.1], [-0.2, 0.3, -0.1], [0.2, -0.3, 0.3], [-0.2, 0.4, 0.0], [-0.2, -0.3, -0.1], [0.0, -0.1, 0.3], [0.0, -0.2, -0.2], [0.2, -0.3, 0.0], [-0.2, 0.4, 0.2], [0.5, -0.2, 0.0], [-0.1, 0.1, 0.2], [0.0, 0.3, 0.2], [-0.1, 2.7, -0.1], [0.4, 3.2, -1.2], [0.1, -0.7, 0.0], [0.9, -1.4, -0.2], [1.3, -2.9, 1.5], [-1.2, -1.6, 0.4], [-0.1, -0.4, -0.3], [-0.2, -0.8, -0.2], [0.7, 0.5, -0.5], [-0.8, -1.3, 0.4], [-0.7, -0.9, 0.4], [0.3, 1.0, -0.1], [-1.3, 0.3, -1.3], [0.1, -2.4, -1.4], [1.4, 0.7, 2.3], [-0.5, 2.2, 0.7], [0.3, -0.1, 2.1], [-0.9, -0.6, -4.6], [-0.7, 5.0, 1.6], [0.4, -2.8, -0.1], [1.2, 0.6, 0.7], [0.1, -1.2, 2.2], [-1.9, -0.3, -2.2], [0.7, 1.4, -1.3], [-0.3, 0.2, -0.2], [0.1, -0.2, 0.2], [0.3, 0.0, 0.1], [0.0, 0.1, -0.2], [0.1, 0.0, -0.1], [0.0, 0.0, 0.1], [0.0, -0.1, 0.1], [0.1, 0.1, 0.0], [0.1, 0.1, 0.0], [-0.1, 0.1, -0.1], [0.0, 0.0, 0.0], [0.1, -0.1, 0.0], [-0.1, -0.1, -0.3], [0.1, -0.1, 0.0], [0.1, 0.1, 0.2], [-0.1, 0.4, 0.0], [0.0, 0.0, 0.0], [0.0, 0.1, 0.1], [0.0, 0.0, 0.0], [0.3, 0.1, 0.3], [-0.2, 0.4, 0.1], [0.0, -0.7, 0.4], [-0.2, 0.0, 0.8], [0.0, 0.7, -0.7], [0.1, 0.1, -0.2], [0.0, 0.0, 0.1], [-0.2, -0.1, 0.0]],
  "e_tot_ev": -62546.8802,
  "spin_multiplicity": 5,
  "orbital_gap_ev": [3.84, 3.00],
  "charge": 2,
  "fmax_ev_per_a": 5.3,
  "homo_energy_ev": [-9.7, -12.8],
  "e_above_lowest_ev": 0.000
}

***

{
  "formula": "C29H38N4O9S5Y",
  "method": "ωB97M-V/def2-TZVPD",
  "species": ["Y", "C", "N", "C", "C", "O", "C", "O", "C", "C", "O", "N", "C", "C", "H", "H", "H", "H", "H", "H", "H", "H", "H", "H", "H", "H", "H", "H", "H", "H", "O", "C", "O", "C", "C", "C", "C", "C", "O", "C", "C", "O", "O", "H", "H", "H", "H", "H", "H", "H", "H", "S", "C", "S", "C", "C", "S", "S", "S", "C", "C", "N", "C", "C", "C", "O", "C", "C", "C", "C", "N", "C", "H", "H", "H", "H", "H", "H", "H", "H", "H", "H", "H", "H", "H", "H"],
  "positions_angstrom": [[-0.772662, -0.606447, -1.064644], [0.402042, 1.935975, -5.916695], [-0.348939, 0.873482, -5.258033], [-1.231986, 0.039513, -6.104557], [-0.271008, 0.657762, -3.940949], [-1.082189, -0.045526, -3.308553], [0.969829, 1.178659, -3.156099], [1.268766, 0.116960, -2.229045], [2.204947, -0.839281, -2.729702], [1.806246, -2.190790, -2.230021], [0.763240, -2.267911, -1.406310], [2.440706, -3.287994, -2.661511], [1.997584, -4.597970, -2.181443], [3.758285, -3.221810, -3.270166], [1.455605, 1.675493, -6.097631], [0.380993, 2.829304, -5.297147], [-0.074858, 2.182017, -6.889413], [-1.630684, -0.691511, -5.401162], [-0.651008, -0.355742, -6.947001], [-2.027204, 0.690656, -6.556122], [0.769510, 2.048030, -2.565030], [1.851112, 1.414911, -3.832453], [3.216143, -0.605444, -2.389435], [2.321344, -0.945676, -3.843149], [0.891880, -4.551908, -2.123770], [2.472290, -4.817973, -1.212432], [2.278473, -5.440614, -2.855650], [4.071969, -2.172262, -3.550505], [3.726087, -3.896200, -4.130719], [4.488652, -3.665389, -2.595125], [-2.111478, 1.570200, 2.583726], [-2.232462, 1.120275, 1.429044], [-1.556195, 0.122239, 0.999704], [-3.287630, 1.772623, 0.449996], [-4.063047, 0.628617, -0.156896], [-5.376438, 1.184386, -0.768339], [-4.910206, 1.852933, -2.108790], [-3.391358, 1.674106, -1.956298], [-3.242208, 0.342327, -1.347078], [-2.890608, 2.573853, -0.803227], [-1.355836, 2.781786, -0.970821], [-0.890128, 3.904158, -1.051688], [-0.676232, 1.667480, -1.024482], [-3.925759, 2.394085, 1.088163], [-4.217363, -0.290421, 0.453774], [-6.129151, 0.450480, -0.846542], [-5.782070, 2.040479, -0.199486], [-5.271260, 1.341667, -2.982470], [-5.244210, 2.907848, -2.109661], [-2.771470, 1.841384, -2.815325], [-3.385579, 3.556032, -0.750496], [-4.691146, -7.831707, 0.378292], [-3.838858, -6.447313, 0.075675], [-3.639156, -5.795724, -1.570704], [-2.864887, -4.238488, -1.121188], [-2.740587, -4.101785, 0.232435], [-2.091887, -2.645454, 0.909667], [-3.190425, -5.397759, 1.304736], [-2.497202, -3.026016, -2.239896], [0.673403, 1.217018, 7.526404], [1.290786, 2.316177, 6.656748], [2.054410, 1.841004, 5.507445], [3.279173, 2.601420, 5.247383], [4.455347, 2.132419, 6.099506], [1.217986, 1.180604, 4.549681], [0.025314, 1.024341, 4.688254], [1.867505, 0.650529, 3.291402], [3.208394, 0.274975, 3.158085], [3.578067, -0.327331, 1.957659], [2.663214, -0.582883, 0.937252], [1.367787, -0.386855, 1.157218], [0.969606, 0.291396, 2.273187], [0.433422, 1.547423, 8.528260], [1.349556, 0.397542, 7.596455], [-0.227205, 0.960658, 6.993516], [1.967733, 2.909418, 7.294422], [0.518635, 3.054706, 6.327991], [3.046035, 3.687033, 5.466226], [3.491506, 2.508467, 4.138563], [4.229342, 2.368186, 7.147392], [5.346067, 2.677686, 5.841751], [4.668487, 1.045836, 6.056359], [3.920444, 0.458546, 3.966216], [4.555664, -0.688763, 1.847326], [2.972119, -1.029567, 0.015275], [-0.103107, 0.475437, 2.392671]],
  "atomic_forces_ev_per_a": [[-3.0, -0.6, 3.1], [0.1, 0.1, -0.2], [-0.1, -0.1, -0.7], [-0.3, 1.3, 0.3], [0.1, -0.2, 0.8], [0.8, 0.3, -1.3], [0.7, -0.4, -1.3], [1.1, 0.1, -1.1], [0.3, -0.1, -0.5], [-4.0, -1.2, 3.1], [4.5, 0.0, -3.3], [0.0, 0.7, 0.4], [-0.5, -0.5, 0.0], [0.1, 0.3, -0.5], [-0.3, -0.1, -0.1], [0.0, 0.1, -0.1], [0.3, -0.2, 0.7], [-0.3, -0.3, -0.6], [-0.1, -0.2, 0.4], [0.4, -0.7, 0.6], [-0.5, 0.5, 0.3], [-0.9, -0.6, 0.8], [0.0, 0.3, 0.3], [-0.7, 0.7, 0.7], [0.7, -0.2, 0.3], [-0.4, 0.1, -0.1], [0.0, 1.0, 0.1], [-0.4, -1.4, 0.2], [0.2, 0.4, -0.2], [0.2, 0.2, 0.2], [-0.5, -0.1, -1.3], [0.7, 0.9, 0.6], [-0.2, 0.2, -0.9], [0.2, -0.6, 1.7], [-0.8, -0.5, -0.6], [0.8, 1.7, 0.0], [0.3, -0.3, 0.8], [-0.3, 0.2, 1.5], [-0.5, 0.7, -0.6], [1.1, 0.4, 0.1], [-0.6, -1.1, 0.5], [0.3, 0.3, -0.3], [0.0, 0.7, -0.5], [0.2, -0.2, 0.0], [0.5, 0.6, -0.5], [-0.8, -0.9, -0.4], [0.1, -0.7, 0.4], [-0.2, -0.2, -0.4], [0.4, -0.5, -0.3], [0.1, -0.6, -0.7], [0.3, -0.3, -0.4], [0.1, -0.3, 0.1], [-0.1, 0.8, -0.7], [0.3, 0.2, 1.3], [-0.7, -1.4, 1.5], [0.8, 0.8, -0.6], [0.3, 0.4, 0.4], [-0.3, -0.3, -1.2], [0.6, 1.0, -1.6], [-0.4, 1.0, -0.9], [0.1, 1.1, 1.0], [-1.5, -0.7, -0.3], [-0.5, 0.1, -1.5], [-0.5, -0.3, 0.5], [1.0, 0.9, -0.3], [0.8, 0.2, 0.7], [0.0, -0.5, 0.0], [-0.7, 0.1, -0.4], [-0.3, 0.2, 0.1], [-0.6, 0.3, 2.2], [-0.9, 1.4, -0.4], [0.6, -0.9, -0.5], [0.0, 0.3, 0.2], [0.4, -0.8, 0.0], [-0.3, -0.7, 0.2], [0.1, -0.2, -0.3], [0.3, -0.7, 0.1], [0.4, -1.0, -0.3], [-0.1, 0.4, 1.3], [0.1, -0.1, -0.1], [0.5, 0.2, -0.2], [-0.3, 0.6, -0.2], [-0.2, -0.3, -0.4], [1.4, -0.2, -0.2], [0.1, -0.3, -0.4], [0.4, -0.1, -0.1]],
  "e_tot_ev": -110302.4391,
  "orbital_gap_ev": 3.56,
  "charge": -1,
  "fmax_ev_per_a": 5.6,
  "homo_energy_ev": -2.4,
  "e_above_lowest_ev": 0.000
}